The following is a DFT calculation (ωB97M-V/def2-TZVPD) of C34H48GaN7P2 as an isolated structure at a distorted geometry.

Structure (ORCA input):
```
! RIJCOSX wB97M-V def2-TZVPD def2/J DEFGRID3
* xyz 2 1
Ga -0.44090 -0.60630 0.01320
C -0.71700 -1.13210 -5.23740
C -1.09380 -0.56320 -3.87370
C -1.13010 0.96360 -3.89430
P -0.02690 -1.09350 -2.43490
C 0.48550 -2.89290 -2.57450
C 1.59970 -3.13820 -3.58700
C -0.71550 -3.81090 -2.80820
C 1.54000 -0.20090 -2.44750
C 2.17800 0.29100 -3.58240
C 3.40620 0.92660 -3.49980
C 4.11460 1.40690 -4.72270
C 3.97240 1.11300 -2.23970
C 3.35190 0.64530 -1.10200
C 2.14480 -0.04990 -1.18710
N 1.51180 -0.56450 -0.05690
C 2.25360 -1.18390 0.93680
C 3.49270 -1.77540 0.66370
C 4.18730 -2.44510 1.64530
C 3.68590 -2.56550 2.94060
C 4.42640 -3.34200 3.97970
C 2.45210 -2.00030 3.21200
C 1.72500 -1.31970 2.23600
P 0.04500 -0.71330 2.49160
C -0.81670 -1.81840 3.74770
C -0.53090 -1.43910 5.20530
C -0.53080 -3.30710 3.47360
C 0.25600 0.96190 3.27840
C -1.07430 1.69080 3.44350
C 1.21860 1.79340 2.43980
H -1.43270 -0.77760 -5.97680
H -0.75200 -2.21670 -5.24680
H 0.27090 -0.81410 -5.55570
H -2.09380 -0.94190 -3.61150
H -0.17990 1.37000 -4.23310
H -1.33900 1.36630 -2.90060
H -1.90600 1.31170 -4.57290
H 0.90680 -3.09340 -1.57500
H 1.29780 -2.88020 -4.59610
H 1.86250 -4.19390 -3.58040
H 2.48960 -2.56580 -3.33500
H -0.95720 -3.87680 -3.86530
H -1.60660 -3.46630 -2.28330
H -0.48340 -4.81720 -2.46450
H 1.73090 0.15990 -4.55470
H 3.83620 0.82150 -5.59420
H 5.19090 1.34760 -4.58310
H 3.85890 2.44860 -4.91490
H 4.91950 1.62260 -2.15720
H 3.80100 0.79850 -0.13240
H 3.89830 -1.72130 -0.33580
H 5.13680 -2.89690 1.40650
H 5.49440 -3.15290 3.91660
H 4.27070 -4.40850 3.81520
H 4.08000 -3.09410 4.97900
H 2.04330 -2.09770 4.20400
H -1.88600 -1.64300 3.56300
H 0.51780 -1.55180 5.46590
H -1.10140 -2.10220 5.85500
H -0.82660 -0.41730 5.43030
H 0.38650 -3.46490 2.90580
H -1.35480 -3.76710 2.93410
H -0.41280 -3.84080 4.41370
H 0.70580 0.77630 4.26030
H -1.42500 2.06270 2.48140
H -0.93930 2.54640 4.10100
H -1.84960 1.05900 3.87210
H 0.86530 1.86290 1.40540
H 2.21660 1.36100 2.43980
H 1.28280 2.79840 2.85240
N -1.19910 -3.83600 0.36180
C -2.30090 -3.09470 0.26650
N -3.47460 -3.68940 0.27760
C -4.55560 -2.90800 0.17200
N -5.74890 -3.46420 0.14800
N -4.48750 -1.55930 0.08060
C -3.29360 -1.04090 0.07360
N -2.14810 -1.74780 0.14510
C -3.15650 0.40960 -0.03790
C -4.27050 1.23910 -0.07360
C -4.07660 2.60580 -0.17560
C -2.77590 3.09360 -0.25700
C -1.72050 2.20130 -0.21670
N -1.90480 0.88580 -0.10050
H -1.29960 -4.83500 0.43970
H -0.29390 -3.39890 0.43970
H -5.83160 -4.46510 0.20930
H -6.56970 -2.89130 0.04510
H -5.24870 0.79190 -0.01580
H -4.91570 3.28330 -0.19060
H -2.58230 4.15070 -0.35170
H -0.69050 2.53070 -0.27890
*
```

Calculated values
Frontier orbital gap (hartree): 0.2124

The following is a DFT calculation (ωB97M-V/def2-TZVPD) of C31H69O14PS6Si2 as an isolated structure.

Structure (ORCA input):
```
! RIJCOSX wB97M-V def2-TZVPD def2/J DEFGRID3
* xyz 0 1
C 1.58356 -4.22629 0.53538
C 2.28598 -3.59051 -0.66207
C 3.80361 -3.61511 -0.53791
C 4.55585 -3.38469 -1.85059
C 4.91447 -1.94151 -2.18921
C 5.63614 -1.18238 -1.05947
Si 4.70951 0.21462 -0.22403
O 3.68940 1.01361 -1.28048
Si 2.08503 0.62407 -1.32434
P 3.84436 -0.43134 1.73730
C 3.10648 1.14944 2.32072
O 2.54457 -1.37558 1.36876
H 1.53489 -3.52252 1.36318
H 0.56016 -4.50016 0.28594
H 2.11391 -5.11665 0.86552
H 1.93868 -2.55947 -0.72890
H 2.00387 -4.11571 -1.57504
H 4.07138 -4.61076 -0.17900
H 4.12666 -2.92237 0.23964
H 5.48622 -3.95000 -1.83430
H 3.93133 -3.76454 -2.65912
H 5.60403 -1.99782 -3.03091
H 4.04576 -1.40531 -2.56846
H 6.54103 -0.72921 -1.45946
H 5.94775 -1.88747 -0.28949
H 5.72359 1.21374 0.20223
H 1.41803 1.30590 -2.43593
H 1.96219 -0.82661 -1.59853
H 1.37498 0.96010 -0.07434
H 2.13022 1.33770 1.88250
H 3.00370 1.07160 3.39918
H 3.79727 1.96028 2.10195
H 1.73126 -1.09083 1.80879
C -2.07013 -0.11754 5.23953
C -2.11835 1.16996 4.40153
C -0.81139 1.23758 3.60437
S -0.28547 -0.46288 3.37143
O 0.96825 -0.66303 4.06355
O -0.36624 -0.81563 1.96857
C -1.60345 -1.22406 4.29865
H -3.03979 -0.36024 5.67006
H -1.35723 0.00073 6.05885
H -2.96568 1.12213 3.71382
H -2.24982 2.04991 5.02141
H -0.92979 1.70226 2.62983
H -0.02087 1.74258 4.15386
H -1.22755 -2.11057 4.80215
H -2.38450 -1.50194 3.59648
C -6.15733 -5.30523 2.80185
C -5.91137 -4.51258 1.50959
C -4.95471 -3.36254 1.85298
S -3.96516 -3.93878 3.24184
O -4.26501 -3.11985 4.39141
O -2.60255 -4.13701 2.82379
C -4.78300 -5.51951 3.42959
H -6.65555 -6.25314 2.60733
H -6.78818 -4.72712 3.47976
H -5.45223 -5.16446 0.76450
H -6.83879 -4.13292 1.08505
H -4.28077 -3.11193 1.03794
H -5.48551 -2.47222 2.18381
H -4.80942 -5.77632 4.48562
H -4.19662 -6.25324 2.87787
C 2.32219 4.15079 -2.88276
C 3.46639 5.04451 -3.37869
C 2.83570 6.32938 -3.93222
S 1.29755 6.55981 -3.02478
O 0.19451 6.44482 -3.94462
O 1.40366 7.70936 -2.16115
C 1.41022 5.05568 -2.06160
H 2.69072 3.31831 -2.28900
H 1.77316 3.73847 -3.73115
H 4.12891 5.28836 -2.54569
H 4.06447 4.54431 -4.13817
H 3.45467 7.20946 -3.77967
H 2.57460 6.23760 -4.98431
H 0.40894 4.65904 -1.91045
H 1.85971 5.31887 -1.10416
C -0.74732 -1.12054 -6.03604
C -1.03202 -0.23514 -7.26172
C -0.67850 1.21261 -6.87331
S 0.58433 1.07653 -5.59951
O 0.01803 1.57084 -4.36886
O 1.84891 1.56883 -6.08248
C 0.62208 -0.70456 -5.52210
H -0.77417 -2.18050 -6.28020
H -1.49127 -0.94231 -5.25714
H -0.40660 -0.55990 -8.09483
H -2.06926 -0.30930 -7.58222
H -0.28106 1.80012 -7.69626
H -1.52419 1.72819 -6.42388
H 0.81583 -1.00463 -4.49390
H 1.42924 -1.04649 -6.16902
C -1.53534 -3.53939 -2.18989
C -2.52275 -2.45233 -1.74309
C -3.52142 -2.24182 -2.89018
S -3.61711 -3.81375 -3.76632
O -3.08671 -3.63479 -5.09539
O -4.91243 -4.40837 -3.56740
C -2.38730 -4.66243 -2.77691
H -0.92153 -3.89392 -1.36359
H -0.86549 -3.14219 -2.95603
H -3.05150 -2.78720 -0.84869
H -2.01373 -1.52314 -1.49296
H -4.51936 -1.98362 -2.54665
H -3.17199 -1.49708 -3.60219
H -1.83918 -5.34983 -3.41640
H -2.91868 -5.21261 -2.00118
C 0.98249 6.09493 5.82145
C -0.19862 6.96405 6.27757
C -1.47653 6.33779 5.70328
S -1.13587 4.57947 5.53981
O -1.15519 4.24437 4.13804
O -1.92301 3.83517 6.49093
C 0.56736 4.65096 6.08789
H 1.89975 6.34566 6.35080
H 1.16097 6.23824 4.75409
H -0.24811 6.97019 7.36766
H -0.09097 7.99574 5.94851
H -2.33846 6.45863 6.35385
H -1.70584 6.71209 4.70798
H 1.14710 3.91365 5.53688
H 0.57510 4.41734 7.15186
*
```

Calculated values
Energy above the lowest of the compared OMol25 structures with the same formula, charge and spin (kcal per mole): 5.13
Frontier orbital gap (hartree): 0.2894